# 1
A gas-phase ion, C7H10N2P (charge +1). Source: the OMol25 dataset; level of theory: ωB97M-V/def2-TZVPD.

```
! RIJCOSX wB97M-V def2-TZVPD def2/J DEFGRID3
* xyz 1 1
C 0.28572 0.20751 -2.27629
C -0.23365 1.30130 -1.76348
C -0.18386 -0.69885 2.72704
C -0.25743 0.34897 1.90066
C 0.53160 -1.07918 -1.52923
C -0.36788 1.47208 -0.31521
C -0.25582 -1.00926 -0.19723
N 0.38193 -1.88715 2.38546
N 0.16133 0.29537 0.54444
P 0.28148 -2.48764 0.94380
H 0.55410 0.08453 -3.29781
H -0.50442 2.23825 -2.24462
H -0.38378 -0.48982 3.75388
H -0.61224 1.33740 2.20848
H 0.26867 -2.04147 -2.03489
H 1.50327 -1.15301 -1.11011
H 0.33582 2.24744 0.20712
H -1.47252 1.80180 -0.07653
H -1.32079 -0.84596 -0.36734
H 1.28846 0.35770 0.54186
*
```

total energy = -723.24016 a.u.


# 2
A molecular structure, C7H10N3. Source: the OMol25 dataset; level of theory: ωB97M-V/def2-TZVPD.

```
! RIJCOSX wB97M-V def2-TZVPD def2/J DEFGRID3
* xyz 1 1
C 0.16940 2.22027 -0.90818
C 0.69843 2.17872 0.31613
C 0.75729 0.60738 2.15260
C -0.54414 0.40273 0.02006
C 0.34462 -0.49613 2.79143
C -0.85996 -2.02825 -0.74635
C -0.00023 -1.79901 -1.90564
N -1.31743 -1.40425 0.24495
N -0.69951 1.18654 -1.02884
N 0.26930 1.05378 0.88851
H 0.25707 2.91262 -1.67620
H 1.31403 2.92600 0.74082
H 1.43748 1.34367 2.56205
H 0.64560 -0.82075 3.81645
H -0.46440 -1.05760 2.27456
H -1.31106 -3.09807 -0.77515
H 0.78500 -1.08257 -1.80874
H -0.68936 -1.35010 -2.59951
H 0.38429 -2.63576 -2.51577
H -1.17644 0.94079 -1.84317
*
```

total energy = -436.62962 a.u.


# 3
2 unconnected molecules or ions with the total composition C7H10N3. Source: the OMol25 dataset; level of theory: ωB97M-V/def2-TZVPD.

```
! RIJCOSX wB97M-V def2-TZVPD def2/J DEFGRID3
* xyz 1 1
C 2.83630 1.70555 -1.23532
C 2.83963 0.60275 -2.00175
C 1.81336 1.90862 -0.24724
C 1.92341 -0.44931 -1.74919
C 0.77032 1.03352 -0.17488
C 0.91359 -0.23351 -0.88949
C 0.05627 -1.24700 -0.43350
N -0.65473 -2.17378 -0.34506
N -1.72109 -0.34200 1.37098
N -2.61831 -1.35895 1.02303
H 3.63905 2.30844 -1.33644
H 3.57809 0.46276 -2.67967
H 1.95902 2.83535 0.35594
H 1.96164 -1.42838 -2.10519
H -0.08208 1.17872 0.59256
H -2.17837 0.13346 2.13842
H -1.77092 -2.13826 -0.10403
H -0.86124 -0.75021 1.74159
H -3.50473 -1.08985 0.63806
H -2.95730 -1.93175 1.81161
*
```

total energy = -436.65382 a.u.


# 4
2 unconnected molecules or ions with the total composition C7H10N3. Source: the OMol25 dataset; level of theory: ωB97M-V/def2-TZVPD.

```
! RIJCOSX wB97M-V def2-TZVPD def2/J DEFGRID3
* xyz 1 3
C -0.22225 -1.30503 -1.45318
C 0.78999 -2.16198 -1.12724
C 0.31040 -1.01220 0.67543
C 0.49497 2.09393 -1.88114
C -0.45745 2.46241 -1.12314
C 0.00867 -0.25620 1.90888
C -1.26096 0.50940 1.42796
N -0.51498 -0.61189 -0.31149
N 1.11005 -1.96656 0.18878
N -1.41839 0.28878 0.00192
H -0.76924 -1.17348 -2.36378
H 1.29249 -2.88779 -1.73286
H 1.09080 2.79314 -2.46488
H 0.79010 1.05605 -2.01967
H -1.16512 3.07608 -0.63710
H -0.19740 -0.89458 2.76936
H 0.82408 0.41929 2.18127
H -2.16224 0.11993 1.91467
H -1.21859 1.57537 1.64961
H 1.81526 -2.47817 0.69946
*
```

total energy = -436.56563 a.u.


# 5
A gas-phase ion, C7H10N3O2S (charge +1). Source: the OMol25 dataset; level of theory: ωB97M-V/def2-TZVPD.

```
! RIJCOSX wB97M-V def2-TZVPD def2/J DEFGRID3
* xyz 1 1
C 1.07946 0.12102 -1.68976
C 1.13986 -1.25817 -1.00789
C -0.73726 -0.20055 -0.31213
C 4.45513 1.08294 1.38798
C 3.41260 0.80928 0.68528
C -0.16260 -2.34755 0.81762
C -2.85311 1.53923 -0.16848
N 0.02270 -1.29727 -0.15503
N -0.23938 0.59610 -1.25420
N 2.33887 0.54769 0.15787
O 1.95470 -2.11402 -1.11145
O 2.10924 0.90462 -1.21936
S -2.17572 0.03050 0.57618
H 1.15119 0.08898 -2.78246
H 4.52560 1.99883 1.94892
H 5.28984 0.41083 1.44991
H 0.04032 -3.30778 0.34260
H 0.54653 -2.21418 1.63942
H -1.17910 -2.32827 1.20337
H -2.20607 2.38861 0.02586
H -3.80947 1.69834 0.32481
H -3.01891 1.38112 -1.23013
H -0.55474 1.52968 -1.46504
*
```

total energy = -985.34304 a.u.


# 6
A molecular structure, C7H10N3OP. Source: the OMol25 dataset; level of theory: ωB97M-V/def2-TZVPD.

```
! RIJCOSX wB97M-V def2-TZVPD def2/J DEFGRID3
* xyz 2 1
C 1.61335 1.67758 0.88298
C -0.15883 0.03790 0.47757
C 1.32283 0.21307 0.93044
C -0.59902 1.45924 0.21153
C -2.02750 -2.63855 -1.29455
C -0.72087 -1.10258 0.02028
C -1.76124 -1.33793 -0.97478
N 2.05882 -0.32854 -0.14418
N 0.53706 2.32589 0.34972
N -1.77141 2.01550 0.14465
O 1.58759 -0.45443 2.10546
P 2.56170 -1.58453 -0.83326
H 2.61010 2.09994 0.92925
H -2.82680 -2.76771 -2.04457
H -1.64753 -3.53643 -0.79429
H -0.37849 -2.07754 0.45714
H -2.12261 -0.52886 -1.66257
H 0.32967 3.32200 0.07166
H -2.58228 1.58028 -0.28970
H -1.96067 2.84060 0.63000
H 2.69711 -0.14371 2.71126
H 3.23900 -1.07120 -1.88404
*
```

total energy = -852.74997 a.u.


For the records above, the corresponding relative energy (zero: lowest compared OMol25 entry of this formula, charge and spin) values read 210.0 358.6 295.1 211.9 69.2 262.7 kJ/mol.